This record from OMol25 describes C43H46LiO19S as an isolated structure in a non-equilibrium geometry. The level of theory is ωB97M-V/def2-TZVPD.

Last column: Mulliken charge in e.
Atoms and positions in Å:
Li1 -2.77 2.75 0.40  0.77
S1 -0.77 0.33 -0.05  -0.21
O1 -1.83 1.24 -0.09  -0.58
O2 -1.22 -0.95 0.30  -0.46
O3 -0.21 0.29 -1.31  -0.42
O4 0.14 0.79 0.94  1.64
C1 -0.83 -3.25 -2.57  -0.60
O5 -1.59 -2.78 -1.53  -0.42
H1 0.02 -2.44 -3.00  -0.04
H2 -1.37 -3.68 -3.38  0.48
H3 -0.07 -3.83 -2.21  0.19
H4 -1.18 -2.06 -1.04  -0.16
C2 -0.94 -5.46 2.37  -1.04
C3 -0.18 -6.52 1.83  -0.26
C4 0.76 -6.37 0.78  0.31
C5 0.90 -5.07 0.18  -1.42
C6 0.22 -3.93 0.67  1.37
C7 -0.68 -4.18 1.78  0.07
O6 -1.57 -3.25 2.12  -0.68
O7 1.55 -7.47 0.46  -0.61
H5 -1.56 -5.52 3.14  0.74
H6 -0.50 -7.74 2.28  0.05
H7 1.72 -4.80 -0.42  0.34
H8 0.36 -3.00 0.25  0.46
H9 -1.61 -2.49 1.51  0.18
H10 2.24 -7.10 -0.15  0.33
C8 -2.27 -0.48 -3.46  1.13
C9 -2.96 -1.40 -4.26  -0.25
C10 -3.19 -1.09 -5.65  0.53
C11 -2.84 0.10 -6.16  -0.48
C12 -2.08 1.02 -5.35  -1.14
C13 -1.93 0.81 -4.00  -0.24
O8 -1.32 1.70 -3.27  -0.58
O9 -4.03 -1.87 -6.39  -0.46
H11 -1.95 -0.63 -2.53  -0.02
H12 -3.45 -2.24 -3.65  0.24
H13 -3.16 0.52 -7.23  0.18
H14 -1.82 1.87 -5.73  0.77
H15 -0.88 1.17 -2.57  0.07
H16 -4.28 -2.56 -6.13  0.15
C14 -3.97 -0.50 1.98  1.25
C15 -4.74 0.01 3.15  -1.71
C16 -6.05 -0.32 3.19  0.96
C17 -6.71 -0.93 2.11  -0.60
C18 -5.95 -1.44 1.02  -0.53
C19 -4.54 -1.25 0.98  0.04
O10 -3.74 -1.61 -0.02  -0.56
O11 -6.76 0.11 4.23  -0.55
H17 -2.84 -0.16 2.11  -0.12
H18 -4.27 0.47 3.85  0.88
H19 -7.83 -1.42 2.11  0.06
H20 -6.50 -1.98 0.18  0.31
H21 -2.78 -1.55 0.12  0.26
H22 -7.70 -0.21 4.11  0.29
C20 2.62 4.83 -1.82  -0.57
C21 1.77 4.04 -1.01  -0.43
C22 1.50 4.26 0.29  -0.27
C23 2.13 5.45 0.85  -1.01
C24 2.94 6.26 0.10  -0.75
C25 3.13 5.96 -1.19  0.90
O12 4.00 6.73 -2.02  -0.56
O13 0.87 3.40 1.20  -0.29
H23 2.88 4.46 -2.93  0.24
H24 1.33 3.34 -1.55  1.18
H25 1.89 5.52 1.82  0.72
H26 3.56 6.94 0.66  0.33
H27 3.95 7.66 -1.59  0.31
H28 0.90 2.40 0.91  -0.11
C26 4.34 1.57 -2.50  -0.87
C27 3.17 0.95 -2.34  0.53
C28 2.39 0.48 -3.43  0.38
C29 2.93 0.64 -4.80  -1.73
C30 4.22 1.01 -4.86  -0.27
C31 4.93 1.61 -3.80  0.23
O14 6.21 1.86 -3.98  -0.56
O15 1.21 -0.12 -3.34  -0.51
H29 4.87 1.95 -1.66  0.55
H30 2.67 0.88 -1.20  0.11
H31 2.49 0.47 -5.56  1.09
H32 4.71 1.14 -5.84  0.23
H33 6.45 2.41 -4.71  0.34
H34 0.68 0.14 -2.48  0.48
C32 3.05 -2.29 -0.07  -1.53
C33 2.30 -1.30 0.70  0.58
C34 2.30 -1.34 2.08  0.24
C35 3.29 -2.15 2.71  -0.55
C36 4.12 -2.95 1.95  -0.55
C37 3.92 -3.09 0.58  1.16
O16 4.79 -3.79 -0.30  -0.68
O17 1.50 -0.43 2.74  -0.49
H35 3.10 -2.13 -1.03  0.60
H36 1.66 -0.80 0.14  -0.04
H37 3.41 -2.18 3.84  0.31
H38 4.96 -3.68 2.63  0.07
H39 4.75 -3.49 -1.28  0.36
H40 1.27 0.08 2.16  0.02
C38 -1.38 3.66 6.20  -0.80
C39 -1.93 2.73 5.22  -0.99
C40 -1.04 2.25 4.22  0.61
C41 0.27 2.61 4.32  0.27
C42 0.75 3.35 5.39  -0.87
C43 -0.10 3.99 6.30  0.78
O18 0.39 4.92 7.22  -0.63
O19 -1.54 1.59 3.20  -0.29
H41 -2.00 4.08 6.88  0.39
H42 -2.87 2.36 5.13  0.61
H43 1.21 2.27 3.73  0.14
H44 1.83 3.71 5.54  0.20
H45 -0.23 4.89 8.10  0.34
H46 -1.02 1.19 2.43  0.12

As for the net charge: -1. The LUMO energy is 0.760 eV. The energy above the lowest of the compared OMol25 structures with the same formula, charge and spin comes out at 464.73 kJ/mol. The calculation puts the HOMO-LUMO gap at 5.9 eV. The HOMO energy comes out at -5.115 eV.

***

This record from OMol25 describes C43H47Cl2F2N5O2P2Sc as an isolated structure. The level of theory is ωB97M-V/def2-TZVPD.

Last column: Mulliken charge in e.
Atoms and positions in Å:
Sc1 -0.54 -0.13 -0.03  -1.87
Cl1 0.65 0.14 6.79  -0.26
C1 -0.03 -0.35 5.27  -0.19
C2 0.76 -0.25 4.13  -0.16
C3 0.23 -0.58 2.90  -0.16
N1 0.89 -0.45 1.66  1.08
C4 2.11 -0.95 1.52  -0.26
O1 2.90 -1.37 2.37  -0.78
C5 2.53 -1.06 0.07  0.45
C6 3.85 -1.39 -0.23  -0.57
C7 4.21 -1.60 -1.55  -0.80
C8 3.23 -1.49 -2.53  -1.27
C9 1.95 -1.15 -2.15  -0.18
N2 1.59 -0.92 -0.88  0.86
C10 -1.08 -1.08 2.80  -0.29
C11 -1.86 -1.20 3.95  -0.75
C12 -1.33 -0.82 5.17  0.29
Cl2 -2.34 -0.95 6.59  -0.26
N3 -1.46 -1.40 1.50  0.74
C13 -2.26 -2.44 1.23  0.11
O2 -2.90 -3.15 2.00  -0.82
C14 -2.23 -2.80 -0.24  0.59
C15 -3.01 -3.85 -0.69  -0.77
C16 -2.97 -4.19 -2.03  -0.54
C17 -2.13 -3.48 -2.87  -1.03
C18 -1.38 -2.45 -2.34  0.33
N4 -1.43 -2.10 -1.05  0.71
H1 1.78 0.11 4.21  0.45
H2 4.53 -1.50 0.60  0.60
H3 5.23 -1.85 -1.81  0.43
H4 3.45 -1.66 -3.57  0.49
H5 1.17 -1.04 -2.88  0.40
H6 -2.86 -1.59 3.88  0.58
H7 -3.64 -4.36 0.03  0.55
H8 -3.57 -5.01 -2.41  0.41
H9 -2.05 -3.71 -3.93  0.50
H10 -0.72 -1.87 -2.96  -0.29
C19 5.30 3.39 1.21  -1.86
C20 4.03 2.99 1.96  0.63
C21 4.12 1.53 2.40  -0.84
P1 2.58 3.21 0.82  1.25
C22 2.63 5.06 0.55  0.50
C23 1.37 5.53 -0.18  -1.63
C24 2.85 5.94 1.78  -1.74
C25 1.14 2.98 1.95  0.52
C26 1.24 3.28 3.31  -0.48
C27 0.19 3.09 4.19  -1.04
C28 -1.00 2.57 3.71  -1.36
C29 -1.12 2.25 2.37  0.55
C30 -0.07 2.45 1.47  -1.04
N5 -0.26 2.06 0.10  1.14
C31 -0.97 2.95 -0.68  -0.38
C32 -1.57 4.12 -0.15  -0.40
C33 -2.25 5.02 -0.94  -0.85
C34 -2.39 4.81 -2.31  -1.06
C35 -1.83 3.67 -2.85  0.05
C36 -1.13 2.74 -2.07  -0.17
P2 -0.48 1.21 -2.80  1.71
C37 1.12 1.76 -3.60  0.84
C38 0.95 2.82 -4.69  -1.79
C39 2.08 2.25 -2.54  -1.26
C40 -1.54 0.92 -4.30  0.44
C41 -2.97 0.54 -3.92  -1.62
C42 -0.94 -0.13 -5.24  -1.58
H11 6.19 3.16 1.81  0.49
H12 5.33 4.45 0.96  0.35
H13 5.39 2.83 0.27  0.33
H14 3.95 3.62 2.84  0.42
H15 4.27 0.88 1.54  0.16
H16 3.21 1.20 2.90  -0.51
H17 4.96 1.38 3.09  0.57
H18 3.48 5.19 -0.12  0.62
H19 0.51 5.49 0.49  0.29
H20 1.14 4.92 -1.05  0.16
H21 1.49 6.57 -0.51  0.54
H22 2.04 5.81 2.50  0.25
H23 2.87 6.99 1.49  0.52
H24 3.79 5.72 2.29  0.32
H25 2.17 3.66 3.70  0.25
H26 0.31 3.32 5.24  0.43
H27 -1.83 2.39 4.38  0.36
H28 -2.05 1.85 2.00  0.58
H29 -1.49 4.31 0.91  0.45
H30 -2.69 5.90 -0.47  0.37
H31 -2.93 5.51 -2.93  0.40
H32 -1.95 3.50 -3.91  0.27
H33 1.54 0.85 -4.06  0.64
H34 0.47 3.71 -4.28  0.25
H35 0.38 2.47 -5.55  0.36
H36 1.94 3.12 -5.05  0.51
H37 1.71 3.17 -2.08  -0.05
H38 3.06 2.47 -2.97  0.66
H39 2.21 1.55 -1.72  -0.21
H40 -1.58 1.86 -4.86  0.58
H41 -3.48 1.36 -3.40  0.29
H42 -3.00 -0.33 -3.26  0.12
H43 -3.54 0.30 -4.82  0.54
H44 0.08 0.11 -5.54  0.29
H45 -1.54 -0.19 -6.15  0.52
H46 -0.94 -1.12 -4.79  0.16
F1 -3.41 1.20 0.61  -0.42
C43 -2.82 0.46 -0.45  0.40
F2 -3.73 -0.62 -0.60  -0.43
H47 -3.05 1.08 -1.32  0.33

As for the net charge: -1. The LUMO energy is 2.104 eV. The calculation puts the HOMO-LUMO gap at 6.8 eV. The HOMO energy comes out at -4.655 eV.